C29H48F4N4OScSi2 as an isolated structure, computed with the ωB97M-V functional and the def2-TZVPD basis.

E_tot = -86183.993 eV
gap between HOMO and LUMO = 0.2994 Ha
LUMO level = -2.99 eV
HOMO level = -11.142 eV

Structure (ORCA input):
```
! RIJCOSX wB97M-V def2-TZVPD def2/J DEFGRID3
* xyz 1 1
Sc -0.40 0.63 0.59
C -2.13 -0.45 4.00
C -0.81 -1.08 3.58
N -0.68 -1.26 2.11
C -1.78 -2.15 1.61
C -1.88 -3.52 2.26
C 0.67 -1.83 1.86
C 0.88 -2.15 0.38
N 0.24 -1.08 -0.39
C -0.44 -1.45 -1.52
C -1.68 -0.84 -1.77
F -2.10 0.10 -0.83
C -2.48 -1.11 -2.86
F -3.63 -0.46 -3.00
C -2.09 -2.07 -3.77
C -0.88 -2.71 -3.54
F -0.45 -3.63 -4.41
C -0.06 -2.41 -2.46
F 1.12 -3.03 -2.34
H -2.07 -0.11 5.03
H -2.96 -1.15 3.93
H -2.37 0.42 3.38
H -0.68 -2.04 4.08
H 0.03 -0.46 3.90
H -1.65 -2.26 0.54
H -2.72 -1.61 1.75
H -0.95 -4.09 2.16
H -2.66 -4.09 1.76
H -2.13 -3.48 3.32
H 0.85 -2.72 2.47
H 1.39 -1.07 2.19
H 0.43 -3.11 0.14
H 1.95 -2.24 0.18
H -2.69 -2.32 -4.62
C 0.54 0.08 -5.19
C 0.65 1.56 -5.50
N -0.63 2.26 -5.47
C -1.55 2.09 -6.60
C -2.73 1.20 -6.25
C -1.01 3.11 -4.49
O -2.01 3.81 -4.54
C -0.18 3.13 -3.24
C 0.70 4.16 -2.92
C 1.34 4.12 -1.70
C 1.05 3.10 -0.82
N 0.17 2.12 -1.09
C -0.41 2.15 -2.30
H 1.53 -0.38 -5.19
H -0.07 -0.44 -5.93
H 0.09 -0.08 -4.21
H 1.08 1.71 -6.49
H 1.33 2.04 -4.80
H -0.97 1.67 -7.43
H -1.91 3.08 -6.91
H -2.39 0.20 -5.97
H -3.40 1.10 -7.10
H -3.29 1.62 -5.42
H 0.88 4.96 -3.62
H 2.05 4.89 -1.41
H 1.53 3.06 0.15
H -1.12 1.36 -2.52
C -0.57 4.94 1.71
Si -1.12 3.23 2.25
C -2.47 2.65 1.02
C -1.96 3.40 3.92
C 0.17 1.89 2.27
Si 2.01 2.02 2.49
C 2.53 1.21 4.10
C 2.69 3.77 2.50
C 2.91 1.07 1.09
H -1.46 5.57 1.59
H -0.03 4.96 0.76
H 0.06 5.41 2.46
H -3.40 3.18 1.24
H -2.79 1.60 1.09
H -2.25 2.86 -0.03
H -2.64 4.25 3.92
H -1.23 3.55 4.71
H -2.55 2.52 4.18
H -0.16 1.30 3.14
H 1.97 1.62 4.95
H 3.59 1.37 4.30
H 2.37 0.13 4.10
H 2.33 4.32 3.37
H 2.47 4.38 1.62
H 3.78 3.71 2.59
H 2.31 0.78 0.21
H 3.34 0.14 1.47
H 3.74 1.65 0.69
*
```

C29H48FeN5SSi as an isolated structure, computed with the ωB97M-V functional and the def2-TZVPD basis.

E_tot = -91402.856 eV
gap between HOMO and LUMO (spin up / spin down) = 0.2269 / 0.2450 Ha
LUMO level (spin up / spin down) = 2.45 / 2.39 eV
HOMO level (spin up / spin down) = -3.723 / -4.274 eV

Structure (ORCA input):
```
! RIJCOSX wB97M-V def2-TZVPD def2/J DEFGRID3
* xyz -1 5
Fe 0.18 0.66 -1.01
C 0.51 4.15 1.88
C 0.72 3.00 0.94
N -0.08 2.72 -0.02
N -1.14 3.54 -0.10
C -1.64 3.80 -1.29
N -2.82 4.52 -1.22
S -1.01 3.44 -2.82
C 1.91 2.17 1.07
C 2.90 2.46 2.02
C 4.04 1.69 2.10
C 4.15 0.59 1.27
C 3.10 0.33 0.41
N 2.03 1.11 0.27
H -0.42 4.64 1.63
H 0.46 3.80 2.91
H 1.33 4.87 1.81
H -3.32 4.43 -0.35
H -3.38 4.44 -2.05
H 2.76 3.30 2.68
H 4.82 1.92 2.81
H 5.01 -0.07 1.31
H 3.10 -0.56 -0.20
C 3.85 0.21 -3.21
N 2.54 0.84 -3.09
C 2.71 2.30 -3.13
C 1.71 0.36 -4.21
C 0.43 -0.42 -3.95
C 0.03 -1.24 -5.01
C -1.26 -1.75 -5.08
C -2.17 -1.37 -4.11
C -1.74 -0.60 -3.03
C -0.42 -0.17 -2.85
H 4.31 0.42 -4.19
H 3.76 -0.87 -3.10
H 4.53 0.59 -2.45
H 3.25 2.62 -4.04
H 3.28 2.62 -2.25
H 1.74 2.78 -3.10
H 2.36 -0.24 -4.87
H 1.41 1.23 -4.81
H 0.74 -1.46 -5.81
H -1.55 -2.40 -5.90
H -3.21 -1.67 -4.18
H -2.49 -0.32 -2.30
C -1.50 -3.86 1.39
C -0.60 -2.90 0.60
C 0.86 -3.32 0.79
C -0.91 -3.14 -0.89
Si -0.77 -0.97 1.06
C 0.01 -0.85 2.91
C -0.41 0.47 3.57
C 1.54 -0.80 2.89
C -0.38 -2.00 3.85
C -2.71 -0.61 1.39
C -2.93 0.91 1.43
C -3.57 -1.12 0.22
C -3.31 -1.21 2.67
H -1.29 -4.90 1.08
H -2.56 -3.67 1.19
H -1.35 -3.80 2.47
H 1.04 -4.29 0.30
H 1.13 -3.43 1.84
H 1.54 -2.59 0.33
H -0.81 -4.21 -1.11
H -0.22 -2.59 -1.53
H -1.92 -2.84 -1.17
H -0.21 1.33 2.90
H 0.18 0.63 4.49
H -1.46 0.50 3.85
H 1.88 0.17 2.55
H 2.00 -1.57 2.26
H 1.93 -0.94 3.92
H -1.42 -2.30 3.78
H -0.19 -1.70 4.90
H 0.24 -2.88 3.66
H -2.58 1.38 0.51
H -2.42 1.40 2.26
H -4.01 1.13 1.53
H -3.41 -0.50 -0.66
H -4.63 -1.06 0.48
H -3.35 -2.16 -0.05
H -2.86 -0.82 3.58
H -3.23 -2.31 2.68
H -4.39 -0.97 2.71
*
```

- Look up the E_tot of the first one.
  -86183.993 eV

- Among the records above, which one has the lowest E_tot?
  C29H48FeN5SSi